(1)
12
Properties=species:S:1:pos:R:3:nbo_charge:R:1 method="wB97M-V/def2-TZVPD" e_tot_ev=-30077.185 e_lumo_ha=-0.27254 homo_lumo_gap_ev=5.9 total_charge=+1 de_lowest_ev=1.046
C -0.310 -0.211 -0.026 0.50
C 1.154 -0.273 0.522 -0.29
C -1.270 1.007 0.096 -0.29
N 1.920 -1.288 -0.099 -0.79
O -0.640 -0.974 -0.877 -0.47
S -2.691 0.596 -0.585 0.84
Cl -3.556 2.354 -0.697 0.00
H 1.463 0.641 0.154 0.22
H 1.292 -0.146 1.588 0.25
H -1.146 1.965 0.449 0.26
H 1.695 -1.489 -0.987 0.38
H 2.090 -2.182 0.461 0.40

=====

(2)
10
Properties=species:S:1:pos:R:3:nbo_charge:R:1 method="wB97M-V/def2-TZVPD" e_tot_ev=-17757.300 e_lumo_ha=0.01727 homo_lumo_gap_ev=10.3 total_charge=0 de_lowest_ev=4.478
C 1.123 0.527 0.018 -0.44
C -0.501 0.348 -0.157 -0.56
C -1.197 -0.853 0.102 0.39
H 1.618 0.750 1.121 0.23
H 1.772 1.275 -0.791 0.24
H -1.271 1.141 0.613 0.28
H -0.314 0.665 -1.272 0.29
H -0.473 -1.916 0.785 0.14
O -2.427 -0.843 -0.244 -0.54
Cl 1.670 -1.094 -0.174 -0.03

=====

(3)
10
Properties=species:S:1:pos:R:3:nbo_charge:R:1 method="wB97M-V/def2-TZVPD" smiles=ClC[C@@H]1CO1 e_tot_ev=-17759.263 e_lumo_ha=0.03823 homo_lumo_gap_ev=11.3 total_charge=0 de_lowest_ev=2.515
Cl -0.035 1.521 -0.970 0.01
C 0.583 0.023 -0.643 -0.47
C -0.419 -0.671 0.263 0.06
C -0.252 -0.773 1.704 -0.12
O 0.073 -1.852 0.724 -0.49
H 1.399 0.252 0.041 0.22
H 0.811 -0.783 -1.534 0.23
H -1.458 -0.437 -0.306 0.18
H 0.765 -0.528 2.169 0.19
H -0.972 -1.028 2.377 0.20